Entry 1:
A gas-phase ion, C7H17N3P (charge +1), computed with ωB97M-V with the def2-TZVPD basis set.

Each line ends with the natural charge from an NBO analysis.
Cartesian coordinates (Å):
P 2.647 0.693 0.552  1.01
N -1.811 0.837 -0.180  -0.33
N 0.140 -1.193 0.224  -0.46
N 2.009 0.276 -0.791  -0.90
C 0.344 -0.081 -0.621  0.09
C -0.350 1.113 -0.016  -0.26
C -1.322 -1.552 0.384  -0.25
C 4.441 0.788 -0.031  -0.91
C -2.664 1.931 0.109  -0.43
C -2.183 -0.305 0.724  -0.21
C 0.855 -2.423 -0.208  -0.41
H -1.328 -2.130 1.305  0.24
H 0.100 -0.351 -1.613  0.18
H 4.493 1.898 -0.158  0.25
H -1.854 0.096 1.659  0.22
H 1.880 -2.317 -0.273  0.22
H -2.815 2.423 1.058  0.26
H -2.166 2.605 -0.517  0.22
H -0.113 1.905 -0.640  0.23
H -3.678 1.688 -0.351  0.23
H 4.816 0.483 0.935  0.23
H -3.198 -0.455 0.591  0.23
H -0.082 1.255 1.033  0.26
H -2.076 0.746 -1.169  0.44
H -1.668 -2.145 -0.445  0.20
H 0.415 -2.559 -1.166  0.17
H 4.500 0.140 -0.785  0.24
H 0.667 -3.366 0.391  0.22

Atoms 1-3, force components in eV/Å:
P 1.33 0.29 0.35
N 0.08 -1.50 1.45
N -0.57 -1.44 2.07

Its spin multiplicity is 1. The charge is +1. The frontier orbital gap comes out at 8.90 eV. As for the energy above the lowest of the compared OMol25 structures with the same formula, charge and spin: 262.0 kJ/mol. For the LUMO energy, the calculation gives -3.02 eV. Its SMILES is C/P=N/[C@@H]1C[N@H+](C)CCN1C.

Entry 2:
A gas-phase ion, C7H17N4O3P2S (charge +1), computed with ωB97M-V with the def2-TZVPD basis set.

Each line ends with the natural charge from an NBO analysis.
Cartesian coordinates (Å):
S 2.157 -3.086 2.124  -0.46
P 0.555 -1.950 2.141  0.74
P 3.189 -0.770 -3.116  2.37
O 2.258 -1.646 -4.242  -0.98
O 3.843 -1.746 -2.159  -1.02
O 4.382 0.015 -3.998  -0.93
N 1.629 -0.995 -0.301  -0.38
N 0.066 0.562 0.567  -0.16
N 0.560 1.031 -0.607  -0.35
N 2.080 0.361 -2.370  -0.91
C -3.344 1.023 0.200  -0.42
C 1.490 0.122 -1.181  0.58
C -2.322 0.354 1.230  -0.41
C -3.593 0.168 -1.135  -0.63
C -0.958 1.215 1.434  -0.06
C 0.728 -0.677 0.753  0.12
C -0.548 1.318 2.976  -0.64
H -0.840 2.362 3.334  0.26
H 2.428 -2.603 -4.110  0.53
H -2.038 -0.701 0.893  0.21
H -4.714 0.126 -1.317  0.24
H 1.867 1.224 -2.878  0.45
H 0.259 1.934 -0.997  0.44
H -4.348 1.082 0.733  0.23
H -3.242 -0.909 -1.046  0.21
H 4.597 -0.602 -4.737  0.53
H -3.056 2.081 -0.079  0.20
H -1.196 0.583 3.566  0.23
H 0.385 -1.376 3.437  0.04
H 0.549 1.095 3.134  0.24
H -2.833 0.255 2.234  0.23
H -3.133 0.665 -2.049  0.21
H -0.551 -2.808 1.783  0.04
H -1.213 2.268 1.072  0.24

Atoms 1-3, force components in eV/Å:
S -0.82 0.82 0.10
P 2.11 -2.45 -0.20
P 2.60 -4.68 -0.06

Its spin multiplicity is 1. The charge is +1. The frontier orbital gap comes out at 7.55 eV. For the LUMO energy, the calculation gives -4.02 eV. Its SMILES is CCC[C@@H](C)N1NC(NP(=O)(O)O)=[N+]=C1[PH2]=S.

Entry 3:
C7H17NO in the gas phase, computed with ωB97M-V with the def2-TZVPD basis set.

Each line ends with the natural charge from an NBO analysis.
Cartesian coordinates (Å):
O -0.706 1.679 -0.579  -0.75
N 2.126 1.330 -0.605  -0.86
C -0.769 0.250 -0.417  0.27
C 0.298 -1.690 0.917  -0.61
C -2.156 -0.078 0.166  -0.64
C 1.818 -0.030 -0.169  -0.21
C 0.439 0.623 1.837  -0.62
C 0.426 -0.200 0.522  -0.06
C -0.694 -0.349 -1.832  -0.64
H -1.561 -0.038 -2.428  0.21
H 2.383 1.319 -1.591  0.35
H 1.298 0.346 2.461  0.21
H 1.259 1.884 -0.569  0.39
H -2.258 0.266 1.199  0.22
H 0.277 -2.343 0.040  0.21
H -0.458 0.446 2.438  0.20
H 2.612 -0.338 0.523  0.18
H 1.146 -2.005 1.538  0.22
H -2.946 0.433 -0.396  0.20
H -1.470 1.957 -1.115  0.47
H -0.670 -1.442 -1.821  0.21
H -0.608 -1.878 1.502  0.21
H 1.895 -0.709 -1.027  0.17
H -2.366 -1.152 0.134  0.21
H 0.179 0.019 -2.382  0.22
H 0.507 1.700 1.653  0.23

Atoms 1-3, force components in eV/Å:
O -0.26 0.29 0.11
N -0.64 0.62 -0.35
C -0.33 -0.22 -0.37

Its spin multiplicity is 1. The charge is 0. The frontier orbital gap comes out at 9.50 eV. As for the energy above the lowest of the compared OMol25 structures with the same formula, charge and spin: 69.5 kJ/mol. For the LUMO energy, the calculation gives 0.73 eV. Its SMILES is CC(C)(O)C(C)(C)CN.

Max |F|: 6.36; 5.36; 0.96 (eV Å⁻¹)
Highest occupied orbital energy: -0.43802; -0.42527; -0.32235 (Ha)
E_tot: -21283.7806; -49043.4159; -11072.4177 (eV)